Formula: C5H6BrNO
Source: the Open Molecules 2025 dataset
Level of theory: ωB97M-V/def2-TZVPD

Structure (XYZ):
```
14
C5H6BrNO, DFT ωB97M-V/def2-TZVPD
O -1.4271 1.8330 -0.3984
C -0.9200 0.5624 -0.2092
Br -2.4951 -0.7100 0.3798
C 0.0545 0.6146 1.0121
C 0.9826 -0.5935 1.0406
C 1.1931 -1.3065 -0.1156
C 0.5256 -0.8730 -1.3326
N -0.4075 0.0063 -1.3270
H -1.9325 1.8744 -1.1619
H -0.4627 0.7001 1.9504
H 0.4152 1.6476 0.7078
H 1.6594 -0.7664 1.8282
H 1.9965 -1.9480 -0.0193
H 0.8180 -1.0408 -2.3551
```

## Properties
- charge = 0
- relative energy (zero: lowest compared OMol25 entry of this formula, charge and spin) (kcal/mol) = 26.6

Atomic partial charges in e from the Mulliken method, atoms 1 to 2: O -0.49; C 0.44


Formula: C5H6BrNO2S
Source: the Open Molecules 2025 dataset
Level of theory: ωB97M-V/def2-TZVPD

Structure (XYZ):
```
16
C5H6BrNO2S, DFT ωB97M-V/def2-TZVPD
C -1.5964 0.7816 1.2979
C -1.7519 1.4232 0.0299
C -0.8040 -0.3443 1.0880
C -1.1651 0.5930 -0.9063
C 2.4701 -0.1167 -0.0079
N -0.7699 -0.4944 -0.2573
O 0.2674 -1.4893 -2.3609
O 0.5832 -2.7699 -0.2037
S 0.4981 -1.5365 -0.9614
Br 2.0938 1.6458 -0.1898
H -1.7604 1.2755 2.3701
H -2.1676 2.3892 -0.2135
H -0.3165 -1.1634 1.5497
H -1.1382 0.7319 -1.9717
H 3.4454 -0.3801 -0.2646
H 2.1120 -0.5456 1.0013
```

## Properties
- charge = 0
- relative energy (zero: lowest compared OMol25 entry of this formula, charge and spin) (kcal/mol) = 67.4

Atomic partial charges in e from the Mulliken method, atoms 1 to 2: C -0.68; C -0.32


Formula: C5H6BrO2
Source: the Open Molecules 2025 dataset
Level of theory: ωB97M-V/def2-TZVPD

Structure (XYZ):
```
14
C5H6BrO2, DFT ωB97M-V/def2-TZVPD
O -0.8632 2.6520 -1.3476
C -0.3935 1.5434 -1.5500
O -0.4190 0.7790 -2.5197
C 0.4221 0.9447 -0.3086
Br 0.9198 2.1757 1.0969
C -0.4735 -0.1360 0.3328
C -0.0489 -1.5391 0.0090
C 0.1427 -1.0084 1.3934
H 1.3625 0.5222 -0.7356
H -1.4835 0.1102 0.5659
H 0.9010 -1.7747 -0.6003
H -0.8163 -2.1050 -0.1664
H -0.4621 -1.4791 2.1015
H 1.2120 -0.6849 1.7287
```

## Properties
- charge = -1
- relative energy (zero: lowest compared OMol25 entry of this formula, charge and spin) (kcal/mol) = 4.0

Atomic partial charges in e from the Mulliken method, atoms 1 to 2: O -0.68; C 0.53


Formula: C5H6CaLiO2
Source: the Open Molecules 2025 dataset
Level of theory: ωB97M-V/def2-TZVPD

Structure (XYZ):
```
15
C5H6CaLiO2, DFT ωB97M-V/def2-TZVPD
C 0.4736 -0.0843 0.4946
C 1.4985 -1.0153 0.6366
H 1.7707 -1.7399 -0.1329
H 1.8998 -1.1763 1.6401
O -0.5406 0.1644 2.6034
C -0.1496 0.6862 1.4589
Ca -1.1757 0.6283 4.4730
H -0.4776 1.7035 1.2039
C 0.5615 0.3776 -1.0273
C -0.5842 -0.2737 -1.7201
O -1.5019 0.3164 -2.2698
Li -3.1245 -0.0150 -3.0920
H 0.3818 1.4544 -1.2028
H 1.5900 0.3538 -1.4089
H -0.6219 -1.3801 -1.6567
```

## Properties
- spin multiplicity = 2
- charge = +2

Atomic partial charges in e from the Mulliken method, atoms 1 to 2: C 0.48; C -0.98


Formula: C5H6CeLiO4
Source: the Open Molecules 2025 dataset
Level of theory: ωB97M-V/def2-TZVPD

Structure (XYZ):
```
17
C5H6CeLiO4, DFT ωB97M-V/def2-TZVPD
O 3.0891 -1.5811 -0.0755
C 2.3543 -0.6362 -0.2235
O 2.4583 0.5774 -0.2805
O 0.9127 -1.1181 -0.3300
C -0.0143 -0.2896 -0.4876
C -1.4068 -0.7179 -0.5573
Li 4.8682 -2.0669 0.1413
H 0.2564 0.7731 -0.5856
H -1.4802 -1.8108 -0.5729
H -1.7315 -0.3339 -1.5479
Ce 4.2285 2.5504 0.0167
C -2.2784 -0.0516 0.5470
C -2.0013 1.4225 0.6865
O -1.3798 1.8951 1.6068
H -2.1381 -0.5363 1.5207
H -2.3975 2.0758 -0.1232
H -3.3397 -0.1517 0.2650
```

## Properties
- spin multiplicity = 3
- charge = +3
- relative energy (zero: lowest compared OMol25 entry of this formula, charge and spin) (kcal/mol) = 5.9

Atomic partial charges in e from the Mulliken method, atoms 1 to 2: O -0.65; C 0.82


Formula: C5H6Cl2
Source: the Open Molecules 2025 dataset
Level of theory: ωB97M-V/def2-TZVPD

Structure (XYZ):
```
13
C5H6Cl2, DFT ωB97M-V/def2-TZVPD
C 1.0466 0.8060 -0.8048
C 1.1785 -0.6179 -0.7550
C -0.5078 -0.1261 1.4304
C 0.0455 0.0738 -0.0064
C -1.3098 -0.2962 0.2764
Cl -2.6772 1.5595 -0.0626
Cl -2.2704 -1.5862 -0.1490
H 1.5436 1.5555 -0.3324
H 0.7498 1.0506 -1.9376
H 0.9846 -1.1525 -1.6777
H 1.9937 -1.1723 -0.1822
H -0.1414 -0.8525 2.1179
H -0.6356 0.7582 2.0829
```

## Properties
- charge = 0
- relative energy (zero: lowest compared OMol25 entry of this formula, charge and spin) (kcal/mol) = 70.7

Atomic partial charges in e from the Mulliken method, atoms 1 to 2: C -0.31; C -0.71


Formula: C5H6Cl2O
Source: the Open Molecules 2025 dataset
Level of theory: ωB97M-V/def2-TZVPD

Structure (XYZ):
```
14
C5H6Cl2O, DFT ωB97M-V/def2-TZVPD
C 3.5242 0.8062 -0.1766
C 2.1119 0.2532 -0.0209
Cl 2.1463 -1.3747 0.0736
C 1.0237 0.9413 0.0701
O -0.2430 0.4056 0.0118
C -1.3356 1.2341 0.1301
C -2.6219 0.7938 0.0415
Cl -3.4444 -0.7458 -0.0760
H 3.5760 1.8743 -0.7925
H 3.7826 0.8202 1.0156
H 4.1587 -0.0039 -0.7815
H 0.9091 2.0338 0.1100
H -1.1435 2.3910 0.3171
H -3.4856 1.5177 -0.1880
```

## Properties
- charge = 0
- relative energy (zero: lowest compared OMol25 entry of this formula, charge and spin) (kcal/mol) = 67.0

Atomic partial charges in e from the Mulliken method, atoms 1 to 2: C -0.94; C 0.29


Formula: C5H6Cl2O2S
Source: the Open Molecules 2025 dataset
Level of theory: ωB97M-V/def2-TZVPD

Structure (XYZ):
```
16
C5H6Cl2O2S, DFT ωB97M-V/def2-TZVPD
C -0.9284 0.3674 0.2144
C 0.2484 -0.4490 0.0131
C -1.5776 1.6377 0.3081
C 0.6239 -1.3662 1.1506
C 1.3774 0.2123 -0.7360
O -0.5296 -1.0051 -2.6299
O -1.8434 0.6014 1.2202
S -0.8781 -1.4567 -1.2888
Cl -2.8829 2.1065 -0.7542
Cl -0.7318 3.0224 0.9816
H 1.3501 -2.0997 0.8129
H -0.2550 -1.8920 1.5155
H 1.0494 -0.8036 1.9790
H 1.8496 0.9874 -0.1337
H 1.0020 0.6673 -1.6510
H 2.1262 -0.5298 -1.0017
```

## Properties
- charge = 0
- relative energy (zero: lowest compared OMol25 entry of this formula, charge and spin) (kcal/mol) = 46.1

Atomic partial charges in e from the Mulliken method, atoms 1 to 2: C -0.76; C 1.44


Formula: C5H6Cl3NOS
Source: the Open Molecules 2025 dataset
Level of theory: ωB97M-V/def2-TZVPD

Structure (XYZ):
```
17
C5H6Cl3NOS, DFT ωB97M-V/def2-TZVPD
C 0.0467 -1.4304 -1.8037
C 0.8516 -0.2904 -1.3049
Cl 0.1635 1.2334 -1.5943
C 2.0555 -0.4190 -0.7422
Cl 2.7643 -1.9714 -0.3680
S 2.9855 0.9109 0.0957
Cl 3.4149 0.0217 1.8656
H 0.5832 -2.1399 -2.4449
H -0.8156 -1.1280 -2.4271
H -0.3709 -1.9416 -1.0061
C -0.2485 1.5440 1.8148
N 0.2618 0.2321 1.5160
C 0.0818 -0.9081 1.3136
O 0.2569 -2.0667 1.2886
H -0.3556 2.0302 0.9207
H -1.0660 1.4219 2.5055
H 0.4382 2.0559 2.4597
```

## Properties
- charge = 0
- relative energy (zero: lowest compared OMol25 entry of this formula, charge and spin) (kcal/mol) = 2.7

Atomic partial charges in e from the Mulliken method, atoms 1 to 2: C -1.28; C 0.48


Formula: C5H6ClF3N3O
Source: the Open Molecules 2025 dataset
Level of theory: ωB97M-V/def2-TZVPD

Structure (XYZ):
```
19
C5H6ClF3N3O, DFT ωB97M-V/def2-TZVPD
N -2.4591 0.1927 -1.1879
N -1.7077 0.0392 0.1045
C -0.8392 1.0809 0.6221
N 0.5030 0.7513 0.6471
C 1.0432 -0.4026 0.6702
O 2.3519 -0.5275 0.6607
C 3.1147 0.5041 0.1343
F 3.7704 1.2173 1.0859
F 2.4155 1.3190 -0.6250
Cl 4.3768 -0.4126 -0.8438
C 0.1394 -1.5854 0.5454
C -1.1129 -1.2462 0.2406
F -2.0558 -2.1447 -0.1150
H -1.6941 0.4513 -1.8685
H -3.1444 0.9087 -1.0475
H -3.0171 -0.8067 -1.2322
H -1.2698 1.3470 1.6561
H -0.9005 1.8522 -0.2017
H 0.4854 -2.5380 0.7548
```

## Properties
- charge = +1

Atomic partial charges in e from the Mulliken method, atoms 1 to 2: N -0.32; N -0.10


Formula: C5H6ClFS
Source: the Open Molecules 2025 dataset
Level of theory: ωB97M-V/def2-TZVPD

Structure (XYZ):
```
14
C5H6ClFS, DFT ωB97M-V/def2-TZVPD
F -1.6371 -2.3023 0.0799
C -1.0810 -1.1344 0.5894
C -1.5876 0.0463 -0.2999
S -2.1632 1.6662 0.0630
C -0.0533 -0.3585 -0.2267
C 1.0415 0.4138 0.4012
C 2.3476 0.2110 0.1293
Cl 2.7438 -0.7914 -1.1909
H -1.1229 -1.0116 1.6171
H -1.9862 0.0976 -1.4248
H -0.8612 2.1582 -0.3853
H 0.1602 -0.9128 -1.1973
H 0.9413 1.0823 1.2420
H 3.2582 0.8357 0.6031
```

## Properties
- charge = 0
- relative energy (zero: lowest compared OMol25 entry of this formula, charge and spin) (kcal/mol) = 72.0

Atomic partial charges in e from the Mulliken method, atoms 1 to 2: F -0.29; C -0.05


Formula: C5H6ClNO
Source: the Open Molecules 2025 dataset
Level of theory: ωB97M-V/def2-TZVPD

Structure (XYZ):
```
14
C5H6ClNO, DFT ωB97M-V/def2-TZVPD
N -1.8934 0.5399 0.5818
C -0.9214 1.3384 1.1653
O -1.1325 2.4251 1.6141
C 0.4334 0.7634 1.1981
C 0.9549 -0.1060 0.3246
C 0.4168 -0.6360 -0.9668
C 0.9975 -1.4024 -1.9002
Cl 2.6408 -1.9809 -1.8217
H -2.8205 0.7338 0.9511
H -1.6397 -0.4294 0.4253
H 1.1156 1.1554 1.9589
H 1.9726 -0.4729 0.5584
H -0.5992 -0.2531 -1.2682
H 0.4750 -1.6753 -2.8207
```

## Properties
- charge = 0
- relative energy (zero: lowest compared OMol25 entry of this formula, charge and spin) (kcal/mol) = 21.8

Atomic partial charges in e from the Mulliken method, atoms 1 to 2: N -0.45; C 0.41


Formula: C5H6ClNO
Source: the Open Molecules 2025 dataset
Level of theory: ωB97M-V/def2-TZVPD

Structure (XYZ):
```
14
C5H6ClNO, DFT ωB97M-V/def2-TZVPD
C -0.1377 1.6933 0.4277
C -0.2950 0.5407 -0.5918
O -1.7272 0.2189 -0.7171
N -2.0827 -0.9960 -0.1782
C -0.9541 -1.5635 0.1004
C 0.2397 -0.7542 -0.1307
C 1.4810 -1.1563 0.0038
Cl 2.8524 -0.1913 -0.3408
H 0.8978 2.0120 0.4850
H -0.4970 1.4382 1.4351
H -0.7179 2.5563 0.0393
H 0.0889 0.8694 -1.5576
H -0.8941 -2.5679 0.5555
H 1.7459 -2.0996 0.4694
```

## Properties
- charge = 0
- relative energy (zero: lowest compared OMol25 entry of this formula, charge and spin) (kcal/mol) = 57.4

Atomic partial charges in e from the Mulliken method, atoms 1 to 2: C -1.09; C 0.23


Formula: C5H6ClNO
Source: the Open Molecules 2025 dataset
Level of theory: ωB97M-V/def2-TZVPD

Structure (XYZ):
```
14
C5H6ClNO, DFT ωB97M-V/def2-TZVPD
C -1.2614 -2.4381 1.5015
C -0.3773 -1.2694 1.5153
C -0.5264 -0.1727 0.4330
N -1.3166 -0.1265 -0.5197
O -0.9725 0.7256 -1.5358
C -0.3608 1.7452 -0.6266
C 0.3895 0.9709 0.2912
Cl 1.9179 0.1878 -0.4336
H -1.1439 -3.3710 1.9453
H -2.1370 -2.5510 0.6775
H 0.6485 -1.3591 2.0307
H 0.1888 2.4258 -1.2607
H -1.1913 2.3680 -0.1272
H 0.8445 1.3600 1.3434
```

## Properties
- charge = 0
- relative energy (zero: lowest compared OMol25 entry of this formula, charge and spin) (kcal/mol) = 113.9

Atomic partial charges in e from the Mulliken method, atoms 1 to 2: C -0.65; C -0.36


Formula: C5H6ClNO2
Source: the Open Molecules 2025 dataset
Level of theory: ωB97M-V/def2-TZVPD

Structure (XYZ):
```
15
C5H6ClNO2, DFT ωB97M-V/def2-TZVPD
C -0.2731 0.0391 1.7351
C -0.8578 -1.3079 -0.4287
C -0.6213 1.2022 -0.5872
C 0.0010 -0.1320 -0.3990
C 1.4712 -0.2387 -0.5168
N -0.5654 1.2215 1.7508
O -2.0533 -1.2204 -0.5714
O -0.6315 1.9317 0.6964
Cl -0.0255 -2.8655 -0.0301
H -0.3276 -0.8385 2.3226
H -0.1762 1.7551 -1.3236
H -1.5839 1.1953 -0.9051
H 1.9222 -1.2083 -0.6267
H 1.9961 0.1893 0.2424
H 1.7251 0.2770 -1.3586
```

## Properties
- charge = 0
- relative energy (zero: lowest compared OMol25 entry of this formula, charge and spin) (kcal/mol) = 70.8

Atomic partial charges in e from the Mulliken method, atoms 1 to 2: C -0.01; C 0.56


Asked for E_tot across the records above, the calculation gives -78860.7491 -91740.8332 -79420.0615 -28004.4874 -26575.1866 -30322.9831 -32371.2200 -45253.6943 -57220.7664 -32464.3393 -31353.9589 -21341.5350 -21339.9949 -21337.5410 -23385.2473 eV in order.